2 unconnected molecules or ions with the total composition C4H11N2O in a non-equilibrium geometry. Source: OMol25; level of theory: the ωB97M-V functional and the def2-TZVPD basis.

Each line ends with the Mulliken charge.
CARTESIAN COORDINATES (ANGSTROEM)
C -0.41448 -0.55406 -2.35606  -0.545
C 0.04236 0.25092 -1.10711  0.562
H 1.23798 2.08989 -0.83915  0.345
H -0.47928 0.18551 3.51579  0.298
C 1.19358 1.04129 -0.72170  -0.961
H 0.95449 -0.58398 3.27440  0.311
H 0.90283 1.03807 3.32847  0.270
H 1.90062 0.59963 -1.37160  0.326
H -1.08891 -2.39415 -1.20181  0.256
C -1.39550 -1.25642 -1.41746  -0.429
H 0.16243 -1.19180 -2.94310  0.344
N -0.92120 -0.38737 -0.38962  0.029
H 1.38842 0.73255 0.38190  0.240
N 0.40545 0.26168 3.10136  -0.154
H -0.88798 0.04876 -3.13849  0.276
H -1.21943 -0.27141 0.63528  0.283
O 0.02380 0.40335 1.73573  -0.738
H -2.53238 -1.18421 -1.60690  0.288

Summary:
ΔE to the lowest compared entry with this formula, charge and spin ... 511.5 kJ/mol
Net charge ... +1
Orbital gap ... 10.10 eV
E_HOMO ... -13.61 eV
2S+1 ... 1
E_tot ... -343.3694 Eh
M ... 103.14 g mol⁻¹
Max |F| ... 4.528 eV Å⁻¹